1.
Computed, not measured: a cluster of 3 separate species, C4H12N2O3 in total at a distorted geometry, with ωB97M-V/def2-TZVPD.

Last column: Löwdin charge in e.
Geometry (Å):
N: 2.082 -1.301 -1.750  0.16
C: 1.578 -1.926 -0.647  -0.62
O: 2.098 -2.890 -0.111  0.05
N: 0.464 -1.325 -0.119  -0.02
O: 0.099 -1.842 1.147  -0.04
H: 1.502 -0.660 -2.262  0.10
H: 2.803 -1.790 -2.249  0.11
H: 0.380 -0.262 -0.089  0.09
H: 0.768 -2.542 1.305  0.09
C: 0.669 1.644 0.258  -0.06
C: -0.610 2.013 0.162  -0.23
C: -1.574 2.000 1.299  -0.10
H: 1.369 1.815 -0.546  0.06
H: 1.100 1.405 1.220  0.07
H: -1.009 2.348 -0.785  0.10
H: -2.485 1.487 1.003  0.06
H: -1.838 3.022 1.569  0.08
H: -1.153 1.484 2.158  0.08
O: -2.174 -0.515 -0.615  -0.07
H: -1.958 -0.878 0.250  0.02
H: -2.112 -1.287 -1.197  0.05

Cartesian forces (eV/Å) of the 2 atoms listed first:
N 0.0 0.0 -0.2
C 0.3 0.6 0.5

Computed properties:
Total energy: -494.7844 Ha
Relative energy (zero: lowest compared OMol25 entry of this formula, charge and spin): 2.533 eV
Structure (SMILES): NC(=O)NO.C=CC.O
Maximum force: 0.03592 Eh/bohr
E_HOMO: -9.1 eV
Molecular weight: 136.15 g/mol
Total charge: 0

=====

2.
Computed, not measured: the molecule C3H9NO2 at a distorted geometry, with ωB97M-V/def2-TZVPD.

Last column: Löwdin charge in e.
Geometry (Å):
N: 2.168 -0.412 -0.035  -0.01
C: 0.756 -0.793 -0.174  -0.24
C: -0.045 0.453 0.280  -0.46
O: 0.290 1.473 -0.639  -0.09
C: -1.466 0.181 0.375  -0.26
O: -1.987 -0.686 -0.629  -0.05
H: 2.841 -1.226 -0.125  0.09
H: 2.325 0.277 -0.746  0.05
H: 0.475 -1.627 0.418  0.10
H: 0.408 -1.123 -1.188  0.13
H: 0.384 0.696 1.318  0.16
H: 0.355 2.467 -0.157  0.20
H: -1.660 -0.245 1.439  0.15
H: -1.898 1.262 0.417  0.15
H: -2.946 -0.697 -0.555  0.09

Cartesian forces (eV/Å) of the 2 atoms listed first:
N 0.5 -1.9 0.2
C -0.1 0.9 -0.9

Computed properties:
Total energy: -324.8845 Ha
Relative energy (zero: lowest compared OMol25 entry of this formula, charge and spin): 2.399 eV
Structure (SMILES): NC[C@@H](O)CO
Maximum force: 0.09247 Eh/bohr
E_HOMO: -9.0 eV
Molecular weight: 91.11 g/mol
Total charge: 0